The following is a quantum chemistry calculation of 2 unconnected molecules or ions with the total composition C6H11PS in a non-equilibrium geometry, from the OMol25 dataset.

Last columns: bonded neighbours and bond lengths (Å).
Cartesian coordinates (Å):
1 S -2.707 -0.564 -0.662  P2 1.943
2 P -1.150 0.148 0.256  S1 1.943, C3 1.835, C5 1.782, C8 1.865
3 C -1.137 -0.203 2.057  P2 1.835, H13 1.087, H15 1.089, H16 1.090
4 C 0.463 2.061 -0.835  C6 1.511, C8 1.540, H11 1.093, H19 1.093
5 C 0.450 -0.304 -0.386  P2 1.782, C6 1.316
6 C 1.088 0.692 -0.964  C4 1.511, C5 1.316, H12 1.077
7 C 0.467 -2.761 -0.979  H9 1.071, H10 1.070, H18 1.068
8 C -0.792 1.967 0.053  P2 1.865, C4 1.540, H14 1.090, H17 1.090
9 H 1.261 -3.064 -0.327  C7 1.071
10 H -0.545 -2.919 -0.672  C7 1.070
11 H 1.181 2.778 -0.431  C4 1.093
12 H 2.014 0.607 -1.510  C6 1.077
13 H -0.309 0.300 2.549  C3 1.087
14 H -1.652 2.465 -0.396  C8 1.090
15 H -1.041 -1.281 2.178  C3 1.089
16 H -2.088 0.117 2.483  C3 1.090
17 H -0.615 2.400 1.037  C8 1.090
18 H 0.679 -2.618 -2.017  C7 1.068
19 H 0.196 2.395 -1.841  C4 1.093

As for the spin multiplicity: 1. As for the HOMO-LUMO gap (spin up / spin down): 7.8327 / 7.8786 eV. For the energy, the calculation gives -26521.3807 eV. For the HOMO energy (spin up / spin down), the calculation gives -0.30544 / -0.30546 hartree. As for the energy relative to the best compared isomer or geometry (same formula, charge and spin): 60.7 kcal per mole. The LUMO energy (spin up / spin down) comes out at -0.48 / -0.43 eV.